# 1
Density functional theory data (ωB97M-V with the def2-TZVPD basis set) for a structure of composition C32H41BrIN9O5PSSr in a non-equilibrium geometry.

```
92
Properties=species:S:1:pos:R:3:mulliken_charge:R:1
H 0.453 4.995 1.078 0.2962
H -3.065 0.532 -1.296 0.3289
O -0.718 1.638 -1.373 -0.2536
H -3.903 0.768 -2.765 0.4568
H 1.146 -6.254 -0.004 0.4292
C 1.688 1.499 -2.937 -1.1077
C -1.376 3.905 0.814 -0.0126
C 1.931 -5.296 -3.661 -0.6460
C 1.787 -4.309 -2.694 0.3028
H -0.818 7.533 3.294 0.2252
P -0.969 1.346 -2.808 -0.2786
C -3.243 0.067 -2.259 -0.8960
Sr -1.134 -0.875 -0.744 1.3993
H -2.381 1.542 5.136 0.4181
C -1.261 -0.856 3.083 -0.2792
Br 1.584 1.209 1.464 -0.0983
C 1.433 -3.541 -0.342 -0.2087
I -1.890 -3.912 1.207 -0.6561
H 0.465 7.050 2.345 0.2408
C -2.459 0.759 1.994 -0.0892
H 4.996 -4.035 6.625 0.3673
H 3.297 -4.669 4.935 0.3984
C -2.238 -0.776 -4.256 -1.2448
C -1.258 3.923 -3.067 -1.1162
N 0.476 0.848 -3.448 0.8911
N -2.702 1.458 3.117 -0.4057
C 3.615 -3.639 5.028 -0.7181
N 3.015 -2.007 0.719 -0.8159
H 3.471 -3.135 -0.799 0.3489
O -3.599 2.691 -0.963 -0.5714
C 2.888 -0.260 3.461 -0.8259
H -2.048 4.307 -2.416 0.3766
N -1.659 2.616 -3.606 0.4021
H 1.153 -0.025 -5.242 0.2579
O 1.835 -2.999 -3.041 -0.6998
H 5.677 -1.661 6.837 0.3585
H 1.381 -8.029 -1.729 0.3796
H 1.094 -2.075 1.536 0.6516
C 1.385 -5.996 -1.029 -0.3863
H -4.256 4.475 2.479 0.5024
H -2.853 -1.639 -4.003 0.4130
N 2.810 -3.094 -0.037 0.1498
S -3.691 2.491 0.481 1.2512
C -1.119 5.772 2.318 1.1525
H -0.727 -1.796 3.022 0.4600
C 1.804 -6.632 -3.304 -0.3026
H 4.678 0.041 5.364 0.3454
H 1.018 -3.940 0.594 0.3864
C 2.298 -0.383 2.279 0.2952
H -3.303 1.681 -4.526 0.2248
C -1.482 -0.224 4.294 -1.1375
C 1.514 -6.989 -1.996 -0.8157
C 3.444 -1.344 4.293 0.8920
N -1.702 -0.364 1.935 0.6150
H -2.862 6.285 3.462 0.2810
C -2.195 0.963 4.236 -0.2254
H -1.316 -1.151 -4.697 0.3768
H 2.985 0.736 3.879 0.3033
C 4.384 -0.997 5.265 -0.5957
O 0.680 -2.502 -0.834 -0.4108
H 0.895 1.732 -5.328 0.2908
H -3.018 3.348 -4.997 0.3629
O -5.015 2.611 1.041 -0.8399
C -3.230 4.618 2.165 -0.3076
N -2.973 1.111 0.796 -0.4296
H -2.780 -0.186 -5.002 0.2104
C 2.070 -1.592 1.474 -0.4693
N -1.981 -0.049 -3.018 0.0991
H -3.713 2.994 -3.391 0.2865
H 1.911 -7.399 -4.062 0.3595
H 2.315 -2.987 3.470 0.5117
C -2.696 3.764 1.217 -0.6576
C -2.447 5.622 2.710 -0.7907
C 3.058 -2.683 4.194 -0.3098
H -0.485 0.640 -5.331 0.4624
H -3.734 -0.905 -2.128 0.3614
C 1.558 -4.664 -1.355 -0.0001
C 4.945 -1.954 6.095 -0.5170
H -1.073 4.618 -3.889 0.3565
N -0.310 6.750 2.914 -0.6044
C 0.509 0.794 -4.917 -1.1495
H 2.538 0.853 -3.160 0.3892
H -1.110 -0.631 5.223 0.3951
C -3.005 2.655 -4.152 -0.9435
H 2.117 -5.000 -4.686 0.4178
C 4.563 -3.283 5.977 -0.3849
C -0.588 4.900 1.368 -1.3781
H 1.852 2.470 -3.417 0.3568
H -0.970 3.217 0.084 0.7832
H -0.353 3.831 -2.469 0.3112
H 1.619 1.621 -1.859 0.2135
H 1.374 -2.544 -2.264 0.2339
```

- Total charge: -1
- E_LUMO: 0.07458 Eh
- Orbital gap: 6.6 eV
- Molar mass: 989.21 g/mol
- DFT total energy: -156607.1816 eV
- Energy above the lowest of the compared OMol25 structures with the same formula, charge and spin: 173.8 kJ/mol

=====

# 2
Density functional theory data (ωB97M-V with the def2-TZVPD basis set) for a structure of composition C16H32BO12Ti in a non-equilibrium geometry.

```
62
Properties=species:S:1:pos:R:3:mulliken_spin:R:1
H 13.798 -0.919 -10.986 -0.0004
H 8.792 -0.156 -11.939 0.0268
C 11.832 4.339 -16.391 -0.0010
O 14.613 4.504 -13.523 0.0155
C 12.188 -0.542 -12.398 -0.0239
O 12.795 3.509 -12.637 -0.0551
H 10.903 4.536 -16.940 0.0028
O 16.775 5.587 -12.989 0.0013
H 6.562 1.270 -13.370 -0.0076
H 9.880 2.958 -15.515 0.0080
H 10.526 2.083 -9.443 0.0111
O 10.668 2.740 -14.999 -0.0192
H 7.903 2.056 -10.719 0.0341
C 7.416 1.347 -12.690 0.0267
H 7.120 -0.733 -12.031 0.0014
H 11.823 0.875 -16.580 0.0014
H 11.860 5.069 -15.585 0.0008
O 11.595 0.626 -11.773 -0.0384
H 11.739 0.564 -10.820 0.0257
H 9.344 4.023 -8.444 0.0016
C 11.749 1.878 -16.992 -0.0046
C 7.863 -0.097 -12.513 0.0176
C 13.643 4.371 -12.664 0.0803
O 15.298 6.628 -14.447 0.0004
O 16.814 7.830 -15.594 0.0001
H 12.682 2.755 -15.211 0.0145
H 10.850 4.883 -8.270 0.0000
H 6.211 1.570 -10.877 0.0024
H 12.715 2.351 -8.111 0.0001
H 10.751 1.984 -17.428 0.0008
C 13.651 5.585 -11.701 0.0070
C 17.481 6.319 -13.842 0.0003
O 10.853 3.737 -10.581 0.0328
C 11.825 2.917 -15.863 0.0098
H 8.316 2.305 -14.210 0.0195
H 14.223 -1.237 -12.693 0.0009
H 12.500 0.553 -14.216 -0.0159
H 8.048 -0.505 -13.510 -0.0004
H 12.334 -1.219 -14.444 0.0004
H 10.568 3.445 -7.247 -0.0009
C 12.528 2.815 -9.077 0.0190
C 11.034 3.045 -9.347 0.0456
H 12.650 4.443 -17.103 0.0001
H 12.489 2.107 -17.754 0.0000
H 12.988 3.804 -9.093 -0.0004
H 11.360 4.572 -10.542 0.0016
H 11.736 -1.463 -12.018 -0.0012
B 15.344 5.771 -13.252 0.0161
C 16.511 7.041 -14.753 -0.0002
C 11.986 -0.352 -13.884 0.1407
O 18.670 6.430 -13.852 -0.0001
C 10.403 3.886 -8.227 -0.0008
C 7.048 2.042 -11.397 0.0009
O 8.494 2.071 -13.297 -0.0279
H 14.136 0.394 -12.154 -0.0011
C 13.668 -0.583 -12.015 0.0030
O 12.873 5.802 -10.805 0.0072
H 6.703 3.063 -11.573 0.0027
O 14.616 6.358 -12.115 0.0005
H 12.943 2.202 -9.879 0.0000
H 10.930 -0.156 -14.092 -0.0077
Ti 10.690 2.527 -12.636 2.6258
```

- E_LUMO (alpha / beta): -0.01565 / -0.02256 Eh
- Orbital gap (alpha / beta): 4.5 / 8.6 eV
- Molar mass: 475.10 g/mol
- DFT total energy: -65477.1598 eV
- Energy above the lowest of the compared OMol25 structures with the same formula, charge and spin: 0.0 kJ/mol
- 2S+1: 4

=====

# 3
Density functional theory data (ωB97M-V with the def2-TZVPD basis set) for a cluster of 2 separate species, C3H9O3P in total in a non-equilibrium geometry.

```
16
Properties=species:S:1:pos:R:3:mulliken_charge:R:1
H -1.053 0.854 1.496 0.4339
C -1.072 0.697 0.436 -0.3005
H -2.014 -0.664 -1.223 -0.0299
H 0.036 -1.899 0.469 0.5112
P -2.294 -0.579 0.043 -0.0629
O -0.996 1.875 -0.265 -0.4547
H 2.691 -1.184 0.657 0.2692
H 1.725 1.532 0.349 0.3381
H 1.797 -0.364 1.794 0.2980
H -1.489 1.854 -1.006 0.3349
H -3.283 0.224 -0.391 0.0032
O 0.419 -1.143 -1.290 -0.4952
C 1.763 -0.447 0.676 -0.5131
H 1.088 -0.461 -1.764 0.3794
O 2.186 0.727 0.015 -0.5374
C 0.494 -1.022 0.004 -0.1740
```

- E_LUMO: 0.02651 Eh
- Orbital gap: 8.2 eV
- Molar mass: 124.08 g/mol
- DFT total energy: -18683.4723 eV
- Energy above the lowest of the compared OMol25 structures with the same formula, charge and spin: 505.9 kJ/mol

=====

# 4
Density functional theory data (ωB97M-V with the def2-TZVPD basis set) for a structure of composition C42H71CrF3GeN2O2SbSe in a non-equilibrium geometry.

```
124
Properties=species:S:1:pos:R:3:mulliken_spin:R:1
H -6.151 -2.846 0.809 -0.0002
H 2.544 2.487 0.374 -0.0020
C -0.125 -0.973 1.772 0.1223
H 4.119 -0.273 3.033 0.0001
N -1.440 -1.690 -0.022 -0.2111
H 5.218 1.977 3.052 0.0000
C 0.472 3.020 0.674 -0.0385
C 5.985 -0.427 1.986 0.0001
O -4.097 1.087 0.984 0.0026
H 0.351 -0.978 5.655 -0.0002
O -2.567 2.162 -0.230 -0.0592
H -4.344 -4.248 2.034 0.0001
C 4.165 -0.435 -1.351 0.0001
H 0.470 -1.394 -1.708 0.0754
H 0.929 4.300 -3.125 -0.0001
H -0.149 0.447 -3.499 0.0071
H -1.575 0.593 5.405 0.0000
H -0.271 -1.916 4.288 0.0009
F -4.665 3.993 1.353 0.0006
H 1.024 -2.711 -0.693 0.0035
C -2.255 4.114 -3.557 0.0000
N -0.560 0.331 1.523 -0.2081
C -4.624 3.277 0.215 0.0042
H -2.220 -1.060 2.960 0.0201
C 1.167 2.920 4.383 0.0042
C -1.117 2.283 -6.026 0.0012
C -2.132 -2.717 -0.693 0.0201
H -1.989 -4.970 -3.233 0.0002
C 3.345 -2.921 2.494 0.0009
H -2.002 1.671 -6.203 -0.0003
C -5.490 -1.976 0.849 -0.0135
H -2.882 0.554 3.232 0.0023
C 5.685 -0.503 -1.333 -0.0001
H 6.544 -0.263 2.916 0.0001
H -3.216 -0.744 4.389 0.0011
C -3.682 2.053 0.350 0.0793
F -4.234 4.116 -0.764 0.0003
Ge -0.907 2.795 -4.127 0.0126
Cr -1.807 0.245 -0.078 3.7139
H 1.681 3.047 -4.124 -0.0003
H 3.774 -1.323 -1.859 0.0001
C 3.691 0.796 -2.121 0.0020
C 4.198 -3.417 0.179 -0.0001
C -2.404 -4.390 -2.415 0.0040
H 6.526 0.075 1.185 0.0000
H -0.600 4.520 -0.486 0.0001
H -3.816 2.206 -2.474 -0.0031
C -4.019 -2.372 0.985 0.0578
H -0.241 1.714 -6.340 -0.0003
C -0.234 1.001 3.867 0.0093
H 0.879 4.433 -4.883 0.0001
C -0.138 1.265 2.468 0.1232
C -1.598 -3.431 -1.795 0.0221
H 0.064 5.125 1.042 -0.0001
C -4.219 -3.958 -0.938 0.0139
C 1.890 3.340 0.194 0.0005
H 4.088 0.785 -3.143 0.0000
C -0.414 4.267 0.561 -0.0051
C -3.449 -3.029 -0.256 -0.1123
C -3.702 -4.643 -2.024 -0.0025
F -5.883 2.906 -0.067 -0.0001
H 2.170 -2.988 0.721 0.0000
H 3.227 -3.990 2.700 -0.0001
H 6.106 0.396 -0.879 0.0000
C -0.179 -3.352 -2.393 0.0036
H -5.234 -4.160 -0.615 -0.0005
C -0.582 -1.993 1.018 0.0735
H -0.271 -3.022 1.190 -0.0021
H 6.053 -1.372 -0.787 0.0000
C -0.549 -1.236 5.094 -0.0002
C 0.466 1.796 4.771 -0.0026
C 1.093 3.292 3.050 -0.0036
H -4.294 -5.386 -2.546 -0.0003
H -2.402 4.053 -2.478 0.0002
H 2.599 -2.384 3.084 0.0006
C 4.581 1.648 2.222 0.0003
C 0.831 -2.419 -1.722 -0.0232
H -1.374 4.103 1.046 0.0015
H 1.549 4.227 2.744 0.0002
H -3.461 -1.455 1.159 0.1010
H -1.234 -1.767 5.761 -0.0002
H -3.215 3.969 -4.048 -0.0004
H 5.215 -3.125 0.452 0.0001
C 4.572 0.126 2.120 0.0003
C -2.458 -0.323 3.722 0.0264
H 0.408 1.547 5.827 0.0000
H -3.578 1.585 -4.134 -0.0001
H 3.577 2.037 2.394 0.0001
H 0.780 -2.955 -4.298 0.0000
H 1.905 3.573 -0.871 0.0001
Se -2.403 0.103 -2.439 -0.0031
H -4.731 0.780 -3.037 0.0014
H -1.884 5.112 -3.796 0.0000
H -0.325 1.456 -2.056 -0.0113
H 6.074 -0.565 -2.357 0.0000
H -1.182 3.178 -6.646 0.0003
H -0.720 -2.047 -4.043 0.0018
C 3.170 -2.652 1.003 -0.0004
H -5.642 -1.372 -0.046 0.0071
H 4.337 -2.623 2.840 0.0000
H 1.714 3.518 5.102 0.0006
H 2.601 0.832 -2.179 -0.0012
H 4.035 1.716 -1.641 -0.0001
C -1.216 0.031 4.537 -0.0068
H -5.780 -1.372 1.710 0.0003
H -0.787 -3.757 -4.460 0.0002
C -3.822 -3.299 2.190 -0.0005
C 0.835 3.731 -4.049 0.0023
H 4.104 -4.494 0.362 0.0000
H -4.213 -2.838 3.099 0.0006
C -3.789 1.320 -3.102 0.0206
Sb 3.061 -0.468 0.598 0.0419
C -0.234 -3.009 -3.893 -0.0021
H 0.060 2.241 0.033 0.0800
H 0.226 -4.368 -2.310 -0.0006
H -2.762 -3.511 2.336 -0.0015
H 2.302 4.199 0.727 0.0005
H 1.776 -2.458 -2.274 -0.0013
H 4.064 -3.251 -0.891 0.0000
C 0.469 2.501 2.097 -0.0639
C -0.789 1.178 -3.005 0.0715
H 4.970 2.102 1.305 0.0000
H 5.991 -1.499 1.778 0.0000
H 0.602 -1.133 2.561 0.0396
```

- Total charge: -1
- E_LUMO (alpha / beta): 0.08331 / 0.08310 Eh
- Orbital gap (alpha / beta): 5.0 / 5.3 eV
- Molar mass: 1018.36 g/mol
- DFT total energy: -216758.3317 eV
- 2S+1: 5

=====

# 5
Density functional theory data (ωB97M-V with the def2-TZVPD basis set) for an isolated molecule of C8H19O4P in a non-equilibrium geometry.

```
32
Properties=species:S:1:pos:R:3:mulliken_charge:R:1
C -1.173 0.839 -2.161 -0.5265
H 2.669 -2.271 1.218 0.3980
H -2.675 -0.750 -2.087 0.2072
P -1.391 -1.300 0.395 0.6102
H 0.999 2.491 -0.412 0.2781
H -1.938 -0.285 -3.680 0.3648
H 3.509 1.991 -0.082 0.3595
O -2.776 -1.454 0.727 -0.7218
H 3.092 0.281 0.285 0.2783
C -1.367 1.296 1.512 -1.8089
O -1.385 1.297 -0.824 -0.4491
H -1.099 2.335 1.522 0.4807
O -0.576 -1.882 1.565 -0.3144
H 0.868 -2.601 3.020 0.2745
H 1.302 1.978 1.260 0.3086
H 0.936 -0.878 2.426 0.1383
H -0.994 -2.228 -0.640 0.0342
C -2.367 0.070 -2.739 -0.9951
C -0.853 0.609 0.240 0.9734
H -0.447 0.007 -2.080 0.2659
O 0.533 0.478 0.156 -0.0772
H -0.780 1.634 -2.689 0.5630
C 1.381 1.660 0.226 -0.2948
H 1.355 -3.015 0.276 0.3805
C 1.687 -2.189 0.843 -0.9517
H -3.212 0.731 -2.979 0.3120
H 2.668 1.026 -1.183 0.3818
H -2.407 1.166 1.503 0.4882
H 1.780 -1.343 0.145 0.0487
C 0.726 -1.856 2.032 -0.0383
H -0.787 0.955 2.352 0.3578
C 2.722 1.206 -0.148 -1.3260
```

- E_LUMO: 0.02663 Eh
- SMILES string: CCO[P@@H](=O)C(C)(OCC)OCC
- Orbital gap: 10.1 eV
- Molar mass: 210.21 g/mol
- DFT total energy: -26081.7537 eV
- Energy above the lowest of the compared OMol25 structures with the same formula, charge and spin: 0.0 kJ/mol

=====

# 6
Density functional theory data (ωB97M-V with the def2-TZVPD basis set) for a structure of composition H32O20STl in a non-equilibrium geometry.

```
54
Properties=species:S:1:pos:R:3:mulliken_charge:R:1
O 1.926 19.541 0.426 -0.5566
H 4.078 17.516 0.292 0.2817
H -0.581 20.153 -1.926 0.1687
O 1.284 17.158 -3.344 0.4898
H 1.100 19.080 0.445 0.1766
S 1.102 18.589 -3.288 -0.5866
H -1.801 18.038 -2.739 0.5256
H 1.446 20.289 -5.455 0.7359
H 4.038 21.584 -3.890 0.2994
O 2.684 15.552 -4.708 -0.7655
O -0.319 18.861 -2.996 0.2555
H 1.851 20.196 1.080 0.3168
H 1.418 18.689 -6.169 0.0434
O -0.697 15.632 -3.806 -0.7849
H 4.408 18.110 -5.790 0.3552
H -0.117 17.594 -5.969 0.1425
O 0.987 22.063 -3.248 -0.7194
H 1.359 16.289 -1.889 0.1553
H 2.333 16.184 -4.062 0.1847
H 2.532 21.586 -3.507 0.3605
O 3.402 21.169 -3.318 -0.4958
O -2.042 19.372 -4.833 -0.7592
H 0.372 21.744 -2.609 0.3075
H -1.420 19.213 -4.139 0.4302
H 0.151 16.037 -3.704 0.2151
H 0.497 22.203 -4.049 0.3196
H 5.068 17.833 -2.881 0.2742
O 1.458 19.071 -4.554 -0.6666
H 3.102 18.766 -5.420 0.7917
O -2.312 17.360 -2.402 -0.8598
O -1.150 17.911 0.037 -0.6045
O 1.801 18.217 -6.931 -0.6873
H -1.362 18.202 -5.829 0.4893
H -1.369 17.637 -0.847 0.3153
O 4.431 18.562 -2.980 -0.4663
Tl 3.553 19.770 -1.330 1.4557
H 0.727 20.705 -6.702 0.3387
O -0.951 17.513 -6.338 -0.6902
H 1.824 15.211 -4.947 0.3405
O -0.630 20.659 -1.101 -0.8019
O 3.657 17.634 -0.542 -0.4153
H -2.981 17.152 -3.071 0.3193
O 1.933 19.157 -2.263 0.5767
H -0.917 19.999 -0.465 0.3454
H -2.942 19.128 -4.572 0.2822
H 2.126 18.920 -7.491 0.3940
H 3.851 16.816 -0.899 0.2373
H 4.310 18.785 -3.919 0.3220
O 1.412 21.033 -6.128 -0.7638
O 4.019 18.922 -5.463 -0.7832
O 1.054 15.761 -1.155 -0.7347
H -1.821 17.505 0.602 0.2807
H 0.125 15.556 -1.225 0.3188
H -1.228 16.370 -3.471 0.2961
```

- Total charge: +1
- E_LUMO: -0.35566 Eh
- Orbital gap: 2.1 eV
- Molar mass: 588.69 g/mol
- DFT total energy: -56986.4369 eV
- Energy above the lowest of the compared OMol25 structures with the same formula, charge and spin: 3.7 kJ/mol